Record 1
2 unconnected molecules or ions with the total composition H2. Source: the Open Molecules 2025 dataset; level of theory: the ωB97M-V functional and the def2-TZVPD basis.

Results
Relative energy (zero: lowest compared OMol25 entry of this formula, charge and spin) in kcal/mol: 24.5
HOMO level (alpha / beta) in eV: -1.831 / -0.797
Kohn-Sham gap (alpha / beta) in eV: 11.917 / 6.132
Largest force on an atom in eV/Å: 0.4
Spin multiplicity: 2
Total charge: -1

Geometry (Å):
H: 0.00 0.00 1.26
H: 0.00 0.00 -1.26

Record 2
2 unconnected molecules or ions with the total composition H2. Source: the Open Molecules 2025 dataset; level of theory: the ωB97M-V functional and the def2-TZVPD basis.

Results
Relative energy (zero: lowest compared OMol25 entry of this formula, charge and spin) in kcal/mol: 92.4
HOMO level in eV: -10.973
Kohn-Sham gap in eV: 9.673
Largest force on an atom in eV/Å: 3.8

Geometry (Å):
H: 0.00 0.00 0.85
H: 0.00 0.00 -0.85

Record 3
2 unconnected molecules or ions with the total composition H2. Source: the Open Molecules 2025 dataset; level of theory: the ωB97M-V functional and the def2-TZVPD basis.

Results
Relative energy (zero: lowest compared OMol25 entry of this formula, charge and spin) in kcal/mol: 164.2
HOMO level in eV: -9.221
Kohn-Sham gap in eV: 5.307
Largest force on an atom in eV/Å: 1.4

Geometry (Å):
H: 0.00 0.00 1.49
H: 0.00 0.00 -1.49

Record 4
10 unconnected molecules or ions with the total composition H20N2O11. Source: the Open Molecules 2025 dataset; level of theory: the ωB97M-V functional and the def2-TZVPD basis.

Results
Relative energy (zero: lowest compared OMol25 entry of this formula, charge and spin) in kcal/mol: 38.0
HOMO level in eV: -7.687
Kohn-Sham gap in eV: 7.051
Largest force on an atom in eV/Å: 7.9

Geometry (Å):
N: 0.24 0.59 0.10
H: -0.02 0.96 -0.90
H: 0.75 -0.32 0.06
H: -0.59 0.62 0.66
H: 1.04 1.32 0.26
N: -2.00 -0.79 3.25
O: -1.60 -1.88 3.77
O: -1.18 0.11 3.03
O: -3.13 -0.48 3.43
O: -2.92 1.49 -1.63
H: -2.51 1.20 -2.43
H: -2.94 0.61 -1.14
O: -0.88 2.70 0.82
H: -1.21 2.66 1.71
H: -0.58 3.60 0.73
O: -0.47 -2.89 0.38
H: -0.99 -3.58 -0.01
H: -0.17 -3.14 1.14
O: 2.83 -1.78 1.15
H: 2.35 -2.29 1.72
H: 3.18 -0.96 1.67
O: 3.33 -0.13 -1.02
H: 4.16 -0.21 -1.64
H: 3.37 -0.98 -0.36
O: 0.56 2.51 -2.46
H: 1.20 3.19 -2.07
H: 0.95 2.47 -3.46
O: -2.68 -1.02 -0.02
H: -2.09 -1.58 0.38
H: -3.05 -0.55 0.78
O: 1.50 -0.34 -2.97
H: 1.48 -1.29 -2.55
H: 2.07 0.18 -2.40

Record 5
10 unconnected molecules or ions with the total composition H20O10. Source: the Open Molecules 2025 dataset; level of theory: the ωB97M-V functional and the def2-TZVPD basis.

Results
Relative energy (zero: lowest compared OMol25 entry of this formula, charge and spin) in kcal/mol: 5.0
HOMO level (alpha / beta) in eV: -0.089 / -7.395
Kohn-Sham gap (alpha / beta) in eV: 2.975 / 10.195
Largest force on an atom in eV/Å: 1.3
Spin multiplicity: 2
Total charge: -1

Geometry (Å):
O: 2.62 -1.50 0.91
H: 2.26 -2.38 0.96
H: 3.18 -1.51 0.13
O: 2.14 0.92 -1.44
H: 2.75 1.65 -1.50
H: 1.28 1.33 -1.43
O: 0.28 0.10 0.76
H: -0.38 -0.30 0.20
H: 1.08 -0.40 0.58
O: -2.54 -0.82 2.37
H: -2.68 -0.06 1.81
H: -2.56 -1.57 1.78
O: 3.41 -1.53 -1.75
H: 4.16 -1.18 -2.24
H: 2.81 -0.79 -1.67
O: -3.29 0.77 0.29
H: -4.10 1.06 -0.13
H: -2.85 0.25 -0.37
O: -2.24 0.02 -2.24
H: -2.70 0.33 -3.02
H: -1.59 0.70 -2.06
O: 3.08 1.61 2.32
H: 2.24 1.97 2.59
H: 2.95 1.39 1.40
O: -1.04 2.82 1.01
H: -0.32 2.20 1.15
H: -1.81 2.27 0.90
O: -2.13 -2.15 -0.19
H: -1.97 -3.06 0.02
H: -2.02 -2.10 -1.14

Record 6
10 unconnected molecules or ions with the total composition H20O10. Source: the Open Molecules 2025 dataset; level of theory: the ωB97M-V functional and the def2-TZVPD basis.

Results
Relative energy (zero: lowest compared OMol25 entry of this formula, charge and spin) in kcal/mol: 63.1
SMILES string: O.O.O.O.O.O.O.O.O.O
HOMO level in eV: -10.095
Kohn-Sham gap in eV: 9.300
Largest force on an atom in eV/Å: 0.7

Geometry (Å):
O: 3.40 -0.80 1.50
H: 3.45 -1.58 2.06
H: 2.66 -0.98 0.89
O: -0.40 1.51 4.47
H: -0.32 1.08 3.60
H: 0.12 2.31 4.40
O: -2.31 1.80 0.88
H: -1.82 1.38 0.16
H: -3.06 1.21 1.04
O: -1.53 -2.49 -2.44
H: -0.66 -2.43 -2.02
H: -1.66 -3.44 -2.60
O: -1.15 2.04 -2.12
H: -1.01 1.50 -2.92
H: -0.58 1.62 -1.45
O: -0.69 -0.26 -3.91
H: -1.00 -1.07 -3.45
H: -1.36 -0.10 -4.59
O: -0.24 -0.55 2.50
H: -1.16 -0.66 2.21
H: -0.03 -1.36 2.99
O: 1.28 -1.98 -0.61
H: 2.07 -2.21 -1.11
H: 1.17 -2.69 0.03
O: -0.03 0.44 -0.14
H: -0.03 0.20 0.81
H: 0.19 -0.38 -0.62
O: 1.90 2.64 -0.09
H: 1.65 3.29 0.58
H: 1.18 1.98 -0.07

Record 7
10 unconnected molecules or ions with the total composition H20O10. Source: the Open Molecules 2025 dataset; level of theory: the ωB97M-V functional and the def2-TZVPD basis.

Results
Relative energy (zero: lowest compared OMol25 entry of this formula, charge and spin) in kcal/mol: 64.6
SMILES string: O.O.O.O.O.O.O.O.O.O
HOMO level in eV: -10.625
Kohn-Sham gap in eV: 10.457
Largest force on an atom in eV/Å: 2.4

Geometry (Å):
O: -0.81 -3.02 -0.63
H: -0.64 -2.75 -1.55
H: 0.07 -2.74 -0.26
O: -1.73 0.85 1.21
H: -2.02 1.71 1.04
H: -2.53 0.34 1.04
O: -1.29 -0.14 -2.52
H: -1.74 0.58 -2.03
H: -0.35 0.05 -2.71
O: 1.71 1.00 1.88
H: 1.17 0.83 1.09
H: 0.97 0.94 2.50
O: -3.07 -1.37 -0.59
H: -2.41 -0.99 -1.14
H: -2.45 -2.07 -0.30
O: -0.24 0.42 3.67
H: 0.06 -0.32 4.17
H: -0.92 0.05 3.12
O: 1.38 1.15 -2.69
H: 1.71 0.90 -1.81
H: 0.77 1.87 -2.53
O: 0.36 0.16 -0.16
H: 0.60 -0.74 0.05
H: -0.54 0.28 0.25
O: 2.09 3.18 -0.78
H: 2.49 3.18 0.10
H: 1.19 2.87 -0.62
O: 1.76 -2.23 0.27
H: 2.22 -1.42 0.43
H: 2.18 -2.58 -0.50

Record 8
10 unconnected molecules or ions with the total composition H20O10. Source: the Open Molecules 2025 dataset; level of theory: the ωB97M-V functional and the def2-TZVPD basis.

Results
Relative energy (zero: lowest compared OMol25 entry of this formula, charge and spin) in kcal/mol: 93.1
SMILES string: O.O.O.O.O.O.O.O.O.O
HOMO level in eV: -10.918
Kohn-Sham gap in eV: 10.921
Largest force on an atom in eV/Å: 1.3

Geometry (Å):
O: -0.04 -0.58 0.31
H: 0.26 -0.10 1.09
H: 0.70 -0.53 -0.30
O: -4.30 1.67 0.30
H: -3.62 1.52 0.96
H: -3.86 1.50 -0.54
O: 0.67 -0.44 4.39
H: -0.24 -0.55 4.69
H: 1.18 -0.98 5.01
O: 1.16 1.35 2.71
H: 1.55 0.47 2.74
H: 0.32 1.21 2.26
O: 3.29 1.92 -0.29
H: 2.61 1.84 0.38
H: 2.85 2.35 -1.03
O: -1.31 1.82 -3.01
H: -0.86 2.63 -2.74
H: -1.63 1.44 -2.18
O: 1.42 -1.06 -4.75
H: 1.01 -1.88 -4.44
H: 1.51 -1.19 -5.70
O: 4.94 -1.30 -0.86
H: 5.52 -0.96 -1.55
H: 4.08 -0.92 -1.07
O: -3.08 -0.73 -0.89
H: -3.36 -1.64 -0.82
H: -2.59 -0.69 -1.73
O: -2.66 -2.39 2.14
H: -3.09 -2.52 3.00
H: -3.03 -3.08 1.58

Record 9
10 unconnected molecules or ions with the total composition H20O10. Source: the Open Molecules 2025 dataset; level of theory: the ωB97M-V functional and the def2-TZVPD basis.

Results
Relative energy (zero: lowest compared OMol25 entry of this formula, charge and spin) in kcal/mol: 170.8
SMILES string: O.O.O.O.O.O.O.O.O.O
HOMO level in eV: -8.354
Kohn-Sham gap in eV: 8.006
Largest force on an atom in eV/Å: 8.8

Geometry (Å):
O: 0.13 0.89 0.44
H: -0.72 0.51 0.89
H: -0.03 1.80 0.16
O: 0.03 -1.22 -2.11
H: -0.71 -0.88 -2.64
H: 0.38 -2.06 -2.53
O: 1.15 -0.99 2.15
H: 0.89 -0.80 1.23
H: 0.79 -1.87 2.42
O: 3.58 -1.29 0.33
H: 3.35 -0.52 0.79
H: 4.44 -1.40 0.74
O: -2.21 -2.54 -0.63
H: -1.94 -1.73 -0.11
H: -1.63 -2.41 -1.32
O: 1.76 2.58 -1.73
H: 0.90 2.23 -2.00
H: 1.47 2.79 -0.88
O: -1.65 2.14 1.82
H: -1.92 2.07 2.76
H: -1.03 2.82 1.72
O: 0.39 0.25 5.39
H: 0.09 -0.20 4.53
H: -0.42 0.52 5.83
O: -3.36 -1.33 -1.43
H: -3.47 -0.68 -0.70
H: -4.25 -1.44 -1.63
O: 0.53 1.31 -4.45
H: 0.33 0.74 -3.65
H: 0.63 2.16 -4.01

Record 10
10 unconnected molecules or ions with the total composition H20O10. Source: the Open Molecules 2025 dataset; level of theory: the ωB97M-V functional and the def2-TZVPD basis.

Results
Relative energy (zero: lowest compared OMol25 entry of this formula, charge and spin) in kcal/mol: 98.3
SMILES string: O.O.O.O.O.O.O.O.O.O
HOMO level in eV: -10.498
Kohn-Sham gap in eV: 10.153
Largest force on an atom in eV/Å: 1.1

Geometry (Å):
O: -0.14 0.32 -1.08
H: -0.03 1.27 -1.19
H: 0.36 0.12 -0.27
O: -0.13 3.25 2.77
H: -0.50 3.37 1.89
H: -0.31 2.32 2.98
O: -1.93 2.77 -1.42
H: -1.15 2.41 -1.85
H: -1.75 2.68 -0.48
O: -0.41 -1.21 4.13
H: 0.13 -0.91 3.39
H: 0.18 -1.80 4.62
O: -2.47 0.32 -2.10
H: -3.10 -0.42 -2.11
H: -1.64 -0.09 -1.84
O: 2.08 -1.65 -1.08
H: 2.09 -1.28 -1.98
H: 1.76 -0.92 -0.54
O: -0.41 -3.58 -1.81
H: 0.05 -3.74 -0.98
H: -1.13 -4.22 -1.81
O: 2.77 3.17 -1.32
H: 3.50 3.23 -1.94
H: 2.62 4.09 -1.05
O: 3.95 -1.81 0.85
H: 4.78 -1.63 1.32
H: 4.24 -2.21 0.02
O: -4.78 -1.13 0.78
H: -4.72 -1.54 1.65
H: -3.89 -1.19 0.43

Record 11
A molecular structure, H20O10Xe. Source: the Open Molecules 2025 dataset; level of theory: the ωB97M-V functional and the def2-TZVPD basis.

Results
Relative energy (zero: lowest compared OMol25 entry of this formula, charge and spin) in kcal/mol: 10.2
HOMO level in eV: -10.651
Kohn-Sham gap in eV: 10.508
Largest force on an atom in eV/Å: 1.0

Geometry (Å):
Xe: -20.99 -5.39 7.21
O: -24.34 -3.35 6.24
H: -24.28 -2.40 6.17
H: -24.20 -3.54 7.17
O: -21.99 -8.25 7.99
H: -21.76 -8.42 7.08
H: -21.17 -7.95 8.40
O: -19.65 -3.15 9.84
H: -19.52 -2.47 10.50
H: -20.19 -2.72 9.17
O: -19.47 -7.98 9.17
H: -19.20 -7.14 8.80
H: -18.93 -8.63 8.72
O: -24.21 -3.87 9.11
H: -23.61 -3.97 9.86
H: -25.02 -4.30 9.40
O: -16.78 -5.68 7.39
H: -17.12 -4.93 6.89
H: -17.33 -5.69 8.18
O: -24.58 -7.48 6.98
H: -24.36 -7.13 6.12
H: -23.78 -7.35 7.50
O: -18.16 -7.19 5.56
H: -18.69 -6.52 5.13
H: -17.52 -6.70 6.07
O: -18.32 -5.51 9.65
H: -18.96 -4.80 9.69
H: -18.12 -5.70 10.56
O: -21.24 -1.79 7.83
H: -20.83 -2.02 6.99
H: -22.17 -1.72 7.63

Record 12
10 unconnected molecules or ions with the total composition H21O10. Source: the Open Molecules 2025 dataset; level of theory: the ωB97M-V functional and the def2-TZVPD basis.

Results
Relative energy (zero: lowest compared OMol25 entry of this formula, charge and spin) in kcal/mol: 2.5
HOMO level in eV: -14.410
Kohn-Sham gap in eV: 11.570
Largest force on an atom in eV/Å: 1.4
Total charge: +1

Geometry (Å):
O: 0.58 0.78 2.31
H: -2.79 0.51 1.93
H: 0.07 -2.70 -1.61
O: -0.14 -0.54 0.08
H: -0.43 4.21 1.67
H: -0.13 -0.10 0.95
O: -0.47 -2.95 -0.76
H: -0.12 1.45 2.27
H: -0.59 -1.98 -0.44
O: 2.48 0.93 0.04
H: 3.25 1.23 0.52
H: 2.38 1.36 -0.81
O: -2.70 0.09 1.07
H: 1.55 -3.64 2.02
H: -2.69 0.79 0.41
O: -0.69 2.35 -0.93
H: -0.21 2.66 -0.14
H: -1.38 3.01 -1.05
O: 0.02 3.36 1.64
H: -0.70 0.51 -1.88
H: 0.85 3.42 2.12
O: -1.11 -0.18 -2.44
H: -2.05 0.02 -2.40
H: 1.17 1.03 1.58
O: 0.75 -2.08 -2.79
H: 0.79 -0.68 -0.17
O: 0.95 -3.19 1.42
H: 0.74 -2.34 1.83
H: 0.11 -1.33 -2.97
H: 0.06 -3.30 0.02
H: 0.43 -2.69 -3.48

Q: largest force on an atom of number 4 (H20N2O11)?
A: 7.9 eV/Å